Below is the ion C17H25ClNO with charge +1, with properties calculated with ωB97M-V with the def2-TZVPD basis set.

Structure (XYZ):
```
45
Properties=species:S:1:pos:R:3:forces:R:3:mulliken_charge:R:1
Cl -0.377428 -2.343104 -0.507058 -0.2227 -0.3110 -0.0170 -0.268
O 0.773624 0.416998 -0.449040 0.2432 -0.3213 0.2314 -0.793
N -1.904789 0.365697 -0.493159 0.2657 -0.2112 0.2695 0.243
C 1.706097 -0.605463 -0.295649 0.1916 -0.1901 -0.0050 -0.398
C -3.389708 -1.151519 1.697297 -0.1284 0.0764 0.0883 -0.488
C -2.676455 0.192041 1.828211 0.0572 -0.1642 -0.0718 -0.812
C 3.952653 -1.354824 0.074206 -0.1129 0.0249 -0.0510 -0.829
C 2.189527 -2.970565 -0.105068 0.0733 0.0282 -0.0016 -0.660
C 3.528373 -2.669933 0.069001 -0.0647 -0.0211 -0.0170 -0.710
C -2.918530 0.863741 0.477434 -0.3387 0.2875 0.4033 0.023
C 3.504876 1.134086 -0.069607 0.0122 0.0788 0.0884 -0.215
C 4.688915 1.851005 1.995548 0.0858 0.0462 0.0892 -0.913
C -1.803693 1.078940 -1.785580 0.0803 0.1665 -0.7156 -0.830
C -0.536142 0.635370 -2.509668 0.1913 0.0739 0.4114 -0.710
C 1.292812 -1.935141 -0.289352 0.2044 0.1573 0.0295 0.947
C -4.677456 -0.795185 0.951487 -0.0032 -0.1445 0.0155 -0.632
C 3.058098 -0.305883 -0.100423 -0.3216 0.0203 -0.0734 0.690
C -4.326056 0.414608 0.063027 -0.1023 0.0408 -0.0317 -0.845
C 4.727321 1.356275 0.773868 -0.0962 0.0419 -0.2112 -0.281
C 0.724505 1.039434 -1.737988 -0.0428 0.1719 -0.5746 -0.517
H 3.719342 1.458632 -1.093340 -0.1010 0.0811 0.0086 0.247
H -3.593189 -1.602844 2.664601 0.0827 -0.1050 0.0163 0.447
H -2.686469 0.878930 -2.394726 -0.0189 0.0127 0.1901 0.380
H -0.549474 -0.446055 -2.653336 0.0270 -0.0097 -0.1127 0.275
H -5.054976 -1.631951 0.368431 -0.0911 -0.0099 0.0181 0.362
H 3.761117 2.127842 2.469581 -0.2327 0.0540 0.0406 0.254
H -0.501488 1.106044 -3.491399 -0.0460 0.0137 -0.0329 0.447
H 1.611586 0.777568 -2.317822 -0.0044 0.0150 0.1023 0.471
H -4.358311 0.152553 -0.993509 -0.0392 0.0711 -0.1217 0.264
H -3.151342 0.784273 2.609537 0.0148 0.0911 -0.0037 0.378
H -5.039578 1.221876 0.213840 0.0335 0.0495 -0.0976 0.364
H -5.449892 -0.517513 1.666165 -0.0484 -0.0085 -0.0028 0.294
H -2.784426 -1.856217 1.124652 0.0541 -0.0845 0.0118 0.149
H 1.846810 -3.993740 -0.101087 -0.0790 -0.0335 -0.0102 0.483
H 4.238227 -3.469375 0.207306 0.0808 -0.0811 0.0210 0.410
H 2.684221 1.744222 0.314530 0.0470 0.0254 -0.0782 0.329
H 5.582450 2.005439 2.574089 0.2116 -0.0003 0.0866 0.305
H 0.727133 2.120928 -1.565685 0.0517 -0.0775 -0.0291 0.354
H -1.618404 0.097694 2.068599 0.0996 0.0848 0.0838 0.350
H -2.071357 -0.636487 -0.661725 0.1226 0.3828 0.0212 0.446
H -1.760804 2.151465 -1.581304 -0.0828 -0.0829 0.1088 0.404
H 5.672631 1.098781 0.317588 0.1853 -0.0211 0.0341 0.456
H -0.940516 0.396832 -0.085097 -0.4607 -0.1506 -0.0453 0.207
H 4.996216 -1.135099 0.227405 0.1143 0.0270 0.0479 0.368
H -2.816064 1.949604 0.525239 0.1075 -0.0947 -0.1137 0.551
```
Positions in Å, forces in eV/Å.

Computed properties:
Maximum force in eV/A: 0.74
SMILES string: C=CCc1cccc(Cl)c1OCCC[NH2+]C1CCCC1
HOMO level in eV: -12.069
Gap between HOMO and LUMO in eV: 9.8
Charge: +1
LUMO level in eV: -2.29


Below is a structure of composition C17H25CuN4O9P2 in a non-equilibrium geometry, with properties calculated with ωB97M-V with the def2-TZVPD basis set.

Structure (XYZ):
```
58
Properties=species:S:1:pos:R:3:forces:R:3:mulliken_charge:R:1
Cu -0.156405 -0.232324 -0.324308 1.8278 1.0745 -0.8182 -0.335
P -0.207857 1.959379 -0.832162 -1.2649 -0.3801 0.2995 1.053
P 1.502751 -1.719528 -0.571197 0.3165 -1.1815 -0.3954 1.119
O 0.390880 -0.035612 5.290465 -0.9097 -1.0156 -1.9218 -0.565
O -1.747785 -2.816921 -3.026212 0.3288 1.7486 0.6511 -0.576
O -4.535172 -0.106267 6.077225 -0.3718 0.0197 -2.9661 -0.562
O -1.815088 -1.335152 -0.133397 -1.7516 -0.0898 0.4691 -0.393
O -0.218012 0.712407 -5.295119 -0.3297 -0.6313 0.9856 -0.542
O 0.975470 -1.276342 3.586979 -1.4874 0.7375 0.9465 -0.534
O -5.890006 -0.210456 4.319145 2.8852 0.2625 0.9726 -0.553
O -0.274455 -0.151389 1.626732 -1.9080 -0.2333 1.3591 -0.355
O -3.851820 -0.324306 -0.317654 2.1499 -0.3318 1.8987 -0.534
N 2.278147 0.885318 -1.244563 0.5495 0.5156 0.9097 0.060
N -2.884894 -0.566555 0.409735 -0.8316 -1.0626 -1.5743 0.877
N -4.748582 -0.182972 4.841020 -2.1671 -0.6143 2.0160 0.945
N 0.132381 -0.632798 4.225813 2.4702 0.1028 1.5384 0.929
C 2.309181 2.184669 -1.709274 1.2643 -1.4165 -0.1362 0.832
C 4.710541 2.022429 -1.861300 0.5193 -0.5129 0.3216 -0.395
C 3.382420 0.257323 -0.895009 0.0234 0.0448 -0.6867 0.530
C 3.550399 2.671526 -2.219951 -0.7228 0.8766 0.3312 -0.912
C 1.308085 -3.052730 0.648280 0.0188 -0.1587 0.1292 -1.183
C 4.644171 0.815728 -1.144802 0.0503 0.1686 -0.3037 -0.824
C -1.220165 -0.566872 3.710914 -1.2164 0.5040 0.6450 -0.682
C -3.776853 -0.381509 2.608615 -0.5912 0.5730 1.6010 -0.288
C 1.745369 -2.689879 -2.101808 0.0577 -0.0271 -0.2855 -1.416
C -0.177750 2.799091 0.779544 -0.1235 -0.0610 0.1424 -1.430
C -2.300018 -0.443554 4.564473 1.6897 -0.1309 -0.6346 -0.613
C 1.122570 2.885156 -1.552715 -0.2659 0.1615 -2.1661 -0.937
C -1.840511 2.360699 -1.569259 0.0736 0.6424 -0.4014 -1.110
C -2.684044 -0.440729 1.753925 0.7977 -0.0104 -0.6559 0.159
C 3.218292 -1.119458 -0.275268 -0.3601 0.3079 0.0853 -1.200
C -1.322073 -0.405703 2.279754 1.9290 -0.0004 -0.3447 1.280
C -3.572107 -0.343481 3.985794 -1.2533 0.2076 -1.9787 -0.599
H -1.380889 -1.904196 -2.816005 -0.5917 -1.6327 -1.0944 0.329
H 1.924105 -2.012219 -2.943110 -0.0707 -0.0714 0.0729 0.367
H -0.543513 0.051235 -5.902768 -0.0991 -0.2406 -0.2581 0.285
H -2.630310 1.820035 -1.017151 0.4208 0.2731 -0.1039 0.289
H -1.878918 -1.329504 -1.105828 -0.8712 -0.1519 -0.2154 0.127
H 1.366908 -2.632995 1.658684 -0.0416 -0.1391 -0.1699 0.213
H 2.624638 -3.352205 -2.008001 -0.4360 0.2003 0.0348 0.435
H 0.981163 3.804523 -2.138196 -0.0157 -0.1635 0.6458 0.376
H 0.297635 -3.464032 0.500638 0.3316 -0.0438 0.1155 0.368
H -0.061899 3.874555 0.601882 -0.1032 -0.1897 0.3920 0.525
H -2.062288 3.436874 -1.541989 -0.0959 -0.2658 -0.1156 0.427
H 0.107273 1.407965 -5.839697 0.4055 0.8538 -0.6663 0.279
H 0.699926 2.381406 1.304380 -0.4501 0.3832 -0.0062 0.345
H 0.849158 -3.287115 -2.324513 0.2718 0.1386 0.0619 0.451
H -4.749123 -0.356128 2.140579 -0.3056 0.0035 0.3980 0.632
H -1.871474 1.999608 -2.614854 0.0804 0.2284 0.4560 0.302
H 5.522410 0.242731 -0.863870 0.0447 0.3389 0.0001 0.462
H 5.691525 2.454144 -2.077268 -0.4022 -0.1802 -0.1707 0.412
H -1.104783 2.570263 1.325325 0.3541 0.1881 0.0434 0.277
H -2.156896 -0.404936 5.639988 -0.0799 -0.0739 -0.1357 0.624
H 3.311680 -1.045893 0.811066 0.1324 0.1125 0.0605 0.481
H -2.551660 -2.685086 -3.560875 0.4713 0.1063 0.2730 0.302
H 3.545680 3.616269 -2.771432 0.1975 -0.2902 0.2789 0.412
H 2.058155 -3.847901 0.522328 -0.2642 0.2094 0.0712 0.462
H 3.964443 -1.856585 -0.613724 -0.2798 0.3172 -0.0002 0.574
```
Positions in Å, forces in eV/Å.

Computed properties:
Maximum force in eV/A: 3.06
Multiplicity: 2
HOMO level (alpha / beta) in eV: -10.765 / -11.304
Gap between HOMO and LUMO (alpha / beta) in eV: 4.7 / 5.2
Charge: +1
LUMO level (alpha / beta) in eV: -6.05 / -6.06


Below is an isolated molecule of C17H25F3N4O3, with properties calculated with ωB97M-V with the def2-TZVPD basis set.

Structure (XYZ):
```
52
Properties=species:S:1:pos:R:3:forces:R:3:mulliken_charge:R:1
F -5.843421 -0.010823 2.644115 0.0197 -0.0319 -0.0675 -0.282
F -6.483805 -0.096568 0.575941 0.0424 -0.0320 0.0543 -0.279
F -6.097595 -1.927218 1.668708 0.0307 0.0647 -0.0143 -0.277
O 1.372742 -0.962759 -1.703383 0.0294 -0.0416 0.0203 -0.700
O -1.449975 -2.978204 -2.031935 -0.1715 0.1230 -0.0614 -0.191
O -3.038900 -1.715531 -2.991910 0.0153 0.0110 0.0839 -0.594
N 0.496828 3.423465 -1.273209 -0.0058 -0.0236 0.0210 -0.110
N 0.458877 2.172232 -0.804722 0.0169 -0.0111 -0.0471 -0.536
N -2.010026 -0.039930 -0.700595 -0.0510 -0.0670 -0.0528 0.625
N 0.548891 -0.969124 0.410195 0.0150 -0.0728 -0.0322 0.212
C -1.875046 2.034712 -3.685517 -0.0295 0.0277 0.0013 -1.273
C -0.738264 0.098038 -1.408464 0.0684 0.1435 -0.0370 1.611
C -4.218599 -0.631990 1.040458 0.0591 -0.0298 0.0522 0.379
C -4.012790 -1.408990 -0.254754 0.0144 0.1078 0.0096 -1.465
C -2.240351 0.774026 0.478453 0.0355 0.0850 -0.0082 -0.572
C -3.712508 0.795152 0.858067 -0.0259 -0.0290 -0.0849 -1.273
C -0.910635 2.399935 -2.603385 0.0312 0.0044 0.0118 0.236
C -2.398613 -2.030729 -2.024221 0.0883 -0.0748 -0.0246 -0.580
C -5.660938 -0.665583 1.479047 -0.1171 0.0190 0.0075 0.629
C 1.679550 -1.652830 1.016000 0.0269 0.0507 0.0028 -0.996
C -0.385030 1.544479 -1.608829 -0.0517 -0.0221 0.0307 -0.598
C -2.536178 -1.397133 -0.639673 0.0539 -0.1188 -0.0929 1.179
C -1.176949 -3.556396 -3.318023 0.0148 -0.0162 0.0511 -0.840
C 1.081773 -3.954707 0.132101 -0.0115 -0.0045 0.0067 -0.716
C 1.383413 -3.107937 1.362092 -0.0192 0.0071 -0.0238 -0.455
C 0.503319 -0.662967 -0.906763 -0.0889 -0.0355 0.0506 -0.313
C -0.305421 3.606094 -2.346799 -0.0216 0.0075 -0.0395 -0.863
H -1.660131 0.458687 1.365324 -0.0494 -0.0815 0.0148 0.362
H 1.919398 -3.929814 -0.567086 0.0108 -0.0065 0.0035 0.318
H -0.886208 -0.317057 -2.408660 0.0048 0.0342 -0.0250 0.470
H -0.199203 -0.656617 1.002326 0.0218 0.0383 -0.0237 0.038
H -2.620504 1.327691 -3.318663 0.0045 -0.0021 0.0003 0.242
H -4.346391 -2.442809 -0.156503 -0.0132 -0.0036 0.0367 0.478
H 0.542511 -3.148313 2.062633 -0.0015 -0.0016 0.0003 0.297
H -0.375328 4.559868 -2.843905 -0.0123 -0.0104 0.0090 0.512
H -1.974142 -2.038876 0.058770 0.0055 0.0780 0.0247 0.309
H -4.284808 1.276017 0.060940 0.0203 0.0107 0.0085 0.424
H 2.247744 -3.511270 1.896137 0.0088 0.0023 0.0003 0.378
H -2.071963 -4.027889 -3.718680 -0.0024 -0.0086 0.0086 0.325
H 2.495671 -1.594125 0.295944 -0.0001 -0.0100 0.0186 0.408
H 0.895174 -4.993566 0.407672 0.0025 -0.0026 -0.0004 0.413
H 1.097939 4.095712 -0.832586 -0.0020 -0.0119 0.0091 0.173
H -0.394377 -4.288097 -3.144320 -0.0003 0.0058 -0.0210 0.244
H -2.398400 2.915955 -4.056015 0.0009 -0.0088 -0.0101 0.411
H 1.979809 -1.101456 1.910056 -0.0044 -0.0063 -0.0090 0.414
H -4.584548 -0.941387 -1.058626 0.0165 -0.0144 -0.0077 0.375
H -0.835412 -2.786898 -4.008040 0.0145 0.0078 0.0175 0.332
H -1.907936 1.785625 0.251117 0.0009 -0.0094 0.0471 0.323
H 0.204127 -3.582863 -0.398083 0.0368 -0.0035 0.0321 -0.081
H -1.368164 1.568783 -4.533009 0.0073 -0.0102 0.0148 0.244
H -3.840269 1.380337 1.768658 -0.0185 -0.0184 0.0324 0.396
H -3.658214 -1.112638 1.851235 -0.0199 -0.0078 0.0010 0.237
```
Positions in Å, forces in eV/Å.

Computed properties:
Maximum force in eV/A: 0.22
SMILES string: CCCNC(=O)[C@H](c1n[nH]cc1C)N1CC[C@@H](C(F)(F)F)C[C@H]1C(=O)OC
HOMO level in eV: -8.753
Gap between HOMO and LUMO in eV: 9.4
LUMO level in eV: 0.68


> Number 3 is which compound?

C17H25F3N4O3


> Among the records above, which one has the highest maximum force?

C17H25CuN4O9P2


> The lowest maximum force belongs to which entry?

C17H25F3N4O3